The following is a DFT calculation (ωB97M-V/def2-TZVPD) of a 2-piece molecular cluster, C4H12NO overall at a distorted geometry.

```
18
Properties=species:S:1:pos:R:3:lowdin_charge:R:1
C 2.811 -0.571 -0.266 -0.09
C 1.293 -0.527 -0.199 -0.25
C 0.680 0.836 -0.044 -0.12
C -1.667 1.332 -0.439 0.17
N -0.784 0.778 0.316 0.06
H 3.105 -1.549 0.107 0.08
H 3.337 0.182 0.324 0.08
H 3.227 -0.561 -1.275 0.08
H 0.991 -1.104 0.696 0.12
H 0.886 -1.168 -0.983 0.12
H 0.670 1.362 -1.000 0.14
H 1.197 1.336 0.764 0.14
H -1.640 1.123 -1.506 0.14
H -2.499 1.895 -0.027 0.13
H -1.162 0.488 1.218 0.17
H -3.363 -1.726 1.363 0.05
H -3.951 -0.796 0.438 0.06
O -3.131 -1.331 0.514 -0.07
```

**E_HOMO**: -15.29 eV
**LUMO**: -5.63 eV
**HOMO-LUMO gap**: 9.665 eV
**Charge**: +1